{
  "formula": "H26KrO13",
  "method": "wB97M-V/def2-TZVPD",
  "symbols": ["Kr", "O", "H", "H", "O", "H", "H", "O", "H", "H", "O", "H", "H", "O", "H", "H", "O", "H", "H", "O", "H", "H", "O", "H", "H", "O", "H", "H", "O", "H", "H", "O", "H", "H", "O", "H", "H", "O", "H", "H"],
  "coordinates": [[0.408, 0.290, 0.061], [4.448, 0.898, 0.173], [4.497, 1.181, -0.740], [3.905, 0.110, 0.151], [-2.423, -1.057, -2.689], [-1.506, -0.927, -2.928], [-2.679, -0.238, -2.265], [-0.268, -2.225, 2.946], [-0.758, -1.687, 3.568], [-0.806, -2.225, 2.154], [-3.057, 1.089, -1.190], [-2.248, 1.554, -1.400], [-3.148, 1.182, -0.242], [1.763, 3.954, 0.281], [2.536, 3.742, 0.805], [1.947, 3.580, -0.581], [-3.096, 1.387, 1.547], [-3.843, 1.693, 2.060], [-2.860, 0.548, 1.942], [3.001, -1.659, -0.010], [2.164, -1.936, -0.383], [3.310, -2.423, 0.477], [2.305, -0.758, 3.850], [1.517, -1.091, 3.422], [2.006, 0.007, 4.342], [-0.756, 1.801, -2.679], [-0.180, 1.044, -2.782], [-1.241, 1.848, -3.502], [0.639, -2.818, -1.315], [0.863, -3.749, -1.314], [-0.034, -2.733, -0.640], [-1.625, -2.150, 0.742], [-2.303, -1.708, 1.254], [-2.103, -2.792, 0.216], [-1.070, 3.296, 1.761], [-0.157, 3.206, 1.487], [-1.478, 2.467, 1.512], [0.651, -0.531, -3.366], [0.747, -1.121, -4.114], [0.933, -1.050, -2.613]],
  "forces_ev_per_angstrom": [[0.00, 0.19, 0.08], [0.19, 0.55, 0.13], [0.08, 0.04, -0.20], [-0.31, -0.57, 0.06], [0.09, -0.97, -0.47], [0.32, -0.01, -0.11], [-0.37, 0.48, 0.58], [0.53, 0.18, 0.85], [-0.01, 0.04, 0.41], [0.15, -0.33, -0.52], [-0.44, -0.02, -0.23], [0.60, 0.36, -0.38], [-0.22, 0.04, 0.39], [-0.31, 0.08, 0.18], [0.28, -0.11, 0.17], [-0.03, -0.11, -0.26], [-0.01, -0.33, 0.01], [-0.25, 0.34, 0.13], [0.12, -0.17, 0.16], [0.39, 0.21, 0.02], [-0.44, -0.16, -0.26], [0.21, -0.08, 0.23], [0.29, 0.04, 0.12], [-0.34, -0.35, -0.30], [0.04, 0.22, 0.11], [-0.24, 0.60, 0.39], [0.32, -0.40, -0.24], [-0.13, 0.06, -0.26], [0.25, 0.15, -0.12], [0.15, -0.31, -0.15], [-0.36, 0.32, 0.27], [-0.06, -0.05, -0.34], [-0.40, 0.22, -0.20], [-0.34, -0.21, -0.30], [0.03, 0.11, 0.23], [0.47, 0.29, -0.25], [-0.29, -0.09, -0.02], [-0.06, 0.21, -0.05], [0.00, -0.07, -0.29], [0.10, -0.38, 0.40]],
  "mulliken_charge": [0.01, -0.61, 0.30, 0.35, -0.65, 0.34, 0.44, -0.68, 0.30, 0.43, -0.70, 0.35, 0.39, -0.61, 0.33, 0.28, -0.66, 0.27, 0.27, -0.61, 0.33, 0.26, -0.61, 0.34, 0.29, -0.64, 0.30, 0.30, -0.56, 0.28, 0.31, -0.60, 0.26, 0.25, -0.63, 0.37, 0.30, -0.64, 0.28, 0.27],
  "total_charge": 0,
  "lumo_energy_ev": -0.683,
  "energy_ev": -101969.862,
  "de_lowest_ev": 0.900
}


{
  "formula": "C25H48OP4W",
  "method": "wB97M-V/def2-TZVPD",
  "symbols": ["W", "P", "P", "P", "H", "C", "C", "H", "C", "C", "C", "C", "C", "C", "C", "C", "C", "H", "H", "H", "H", "H", "H", "H", "H", "H", "H", "H", "H", "H", "H", "H", "H", "H", "H", "H", "H", "H", "H", "H", "H", "H", "H", "H", "H", "H", "C", "C", "C", "C", "C", "C", "O", "H", "H", "H", "H", "H", "H", "C", "P", "C", "C", "C", "C", "C", "C", "C", "H", "H", "H", "H", "H", "H", "H", "H", "H", "H", "H"],
  "coordinates": [[0.002, -0.084, 0.285], [-1.789, -1.604, 0.222], [1.222, -1.119, 2.213], [1.673, -1.087, -1.274], [-0.154, 2.405, -0.705], [-0.165, 1.388, -1.101], [-1.503, 0.995, -1.548], [-2.352, 0.675, -0.874], [-3.037, -1.134, 1.474], [-1.298, -3.295, 0.739], [-2.737, -1.954, -1.275], [2.677, -0.123, 2.666], [0.279, -1.163, 3.797], [1.900, -2.825, 2.353], [0.856, -1.819, -2.750], [2.854, -2.439, -0.864], [2.868, 0.089, -2.033], [0.594, 1.305, -1.881], [-1.830, 1.569, -2.432], [-3.597, -0.257, 1.127], [-2.575, -0.893, 2.441], [-3.746, -1.965, 1.615], [-0.722, -3.308, 1.672], [-0.689, -3.774, -0.038], [-2.198, -3.905, 0.890], [-2.524, -1.262, -2.087], [-3.805, -1.889, -1.058], [-2.523, -2.963, -1.637], [3.343, -0.758, 3.265], [2.386, 0.746, 3.265], [3.224, 0.225, 1.784], [0.982, -1.481, 4.586], [-0.559, -1.873, 3.740], [-0.116, -0.173, 4.050], [2.738, -2.762, 3.067], [2.271, -3.227, 1.406], [1.138, -3.504, 2.763], [0.847, -2.913, -2.655], [1.436, -1.551, -3.645], [-0.180, -1.485, -2.895], [3.492, -2.644, -1.740], [2.311, -3.357, -0.602], [3.501, -2.133, -0.030], [3.276, -0.344, -2.960], [3.696, 0.254, -1.330], [2.417, 1.059, -2.272], [-1.029, 0.122, -5.331], [0.139, 0.839, -4.980], [1.137, 1.049, -5.948], [0.929, 0.625, -7.270], [-0.236, -0.085, -7.619], [-1.206, -0.352, -6.642], [-1.926, -0.256, -4.335], [-2.454, 0.482, -4.037], [0.308, 1.192, -3.963], [2.079, 1.550, -5.682], [1.702, 0.809, -8.029], [-0.407, -0.421, -8.653], [-2.091, -0.952, -6.873], [-1.878, 2.672, 1.294], [-0.361, 1.799, 1.818], [0.999, 2.907, 1.297], [-0.481, 2.122, 3.663], [-1.653, 1.750, 4.351], [-1.757, 1.948, 5.726], [-0.706, 2.540, 6.432], [0.430, 2.970, 5.749], [0.539, 2.787, 4.368], [-2.068, 2.598, 0.218], [-1.725, 3.725, 1.559], [-2.745, 2.279, 1.844], [0.579, 3.922, 1.246], [1.813, 2.854, 2.028], [1.444, 2.659, 0.325], [-2.488, 1.289, 3.810], [-2.658, 1.636, 6.252], [-0.779, 2.680, 7.510], [1.248, 3.448, 6.283], [1.419, 3.172, 3.853]],
  "forces_ev_per_angstrom": [[-1.31, -1.47, -0.65], [-2.43, -2.97, 0.61], [1.13, -0.36, 2.32], [2.46, -0.92, -1.62], [0.06, 0.13, -0.19], [0.50, 1.39, -0.84], [-0.37, 0.13, 1.06], [0.86, 0.62, -0.61], [0.08, 0.66, 0.26], [0.78, -0.01, 0.22], [-0.11, 0.20, -0.69], [0.19, 0.35, -0.21], [-0.43, 0.39, -0.26], [-0.07, -0.45, -0.76], [-1.03, -0.13, 0.08], [-0.24, 0.07, 0.61], [-0.05, 0.60, 0.45], [-0.35, 0.48, -0.32], [0.11, -0.91, 0.00], [0.01, -0.15, 0.08], [-0.10, -0.12, -0.19], [0.27, 0.12, -0.18], [-0.22, 0.04, -0.16], [-0.13, 0.12, 0.07], [0.00, 0.29, -0.12], [0.05, -0.03, -0.11], [0.01, -0.03, 0.15], [0.07, 0.05, 0.12], [-0.14, 0.27, -0.12], [-0.01, -0.11, -0.07], [0.07, -0.03, 0.12], [-0.19, 0.01, -0.35], [0.29, 0.10, 0.06], [0.14, -0.33, 0.06], [-0.37, -0.01, -0.26], [-0.05, -0.02, 0.44], [0.27, 0.26, -0.17], [0.02, 0.22, 0.11], [-0.09, 0.10, 0.31], [0.22, 0.04, -0.16], [-0.36, 0.23, 0.17], [0.22, 0.21, -0.13], [-0.08, -0.16, -0.25], [-0.24, -0.03, 0.38], [-0.17, 0.02, -0.19], [0.26, -0.20, -0.05], [1.02, 0.10, -0.43], [0.25, -0.34, -0.85], [-0.41, 0.09, 0.19], [0.08, -0.29, -0.14], [-0.24, 0.23, 0.36], [0.16, -0.10, 0.17], [0.13, -0.26, 0.22], [-0.34, 0.36, -0.39], [-0.18, -0.07, -0.10], [-0.57, -0.15, -0.15], [-0.43, -0.07, 0.40], [0.18, 0.18, 0.61], [0.29, 0.31, 0.05], [-0.58, -0.36, -0.58], [0.28, 2.47, 2.41], [0.52, -0.19, -0.08], [0.03, -0.23, -0.45], [-0.05, -0.31, -0.10], [-0.02, 0.01, -0.25], [-0.01, -0.04, -0.11], [0.02, 0.02, -0.31], [0.18, -0.35, -0.11], [-0.07, 0.16, 0.33], [-0.04, -0.19, 0.10], [0.23, 0.20, -0.16], [0.27, -0.16, 0.09], [-0.21, 0.18, -0.16], [-0.07, 0.14, 0.29], [0.25, 0.10, 0.29], [0.16, 0.11, -0.14], [0.01, -0.04, -0.27], [-0.20, 0.01, -0.09], [-0.17, -0.14, 0.33]],
  "mulliken_spin": [1.15, -0.01, -0.04, -0.06, 0.06, 0.16, 0.50, 0.06, 0.02, 0.02, 0.03, 0.01, 0.02, 0.02, 0.04, 0.01, 0.01, 0.03, -0.03, 0.00, 0.00, 0.00, 0.01, 0.00, 0.00, -0.01, 0.00, 0.00, 0.00, 0.00, 0.00, 0.00, 0.00, -0.01, 0.00, 0.00, 0.00, 0.00, 0.00, -0.02, 0.00, 0.00, 0.00, 0.00, 0.00, 0.00, 0.02, -0.02, 0.01, 0.03, -0.01, 0.02, 0.04, -0.01, 0.02, 0.00, 0.00, 0.00, 0.00, 0.00, -0.03, 0.02, -0.01, -0.01, 0.00, -0.01, 0.00, 0.00, -0.01, 0.00, 0.00, 0.00, 0.00, -0.01, 0.00, 0.00, 0.00, 0.00, 0.00],
  "total_charge": 4,
  "s_squared": 2.170,
  "lumo_energy_ev": [-15.568, -15.190],
  "energy_ev": -67686.320,
  "de_lowest_ev": 1.465,
  "multiplicity": 3
}


{
  "formula": "C29H20AsClF8NPPd",
  "method": "wB97M-V/def2-TZVPD",
  "symbols": ["Pd", "Cl", "C", "C", "C", "C", "C", "C", "P", "C", "C", "C", "C", "C", "C", "C", "C", "C", "C", "C", "C", "H", "H", "H", "H", "H", "H", "H", "H", "H", "H", "H", "H", "H", "H", "F", "C", "C", "C", "C", "C", "F", "C", "C", "C", "C", "C", "C", "N", "H", "H", "H", "H", "H", "H", "F", "As", "F", "F", "F", "F", "F"],
  "coordinates": [[1.561, -0.680, -0.651], [1.374, 1.799, -0.642], [0.292, 2.803, 0.339], [0.869, 3.981, 0.749], [0.096, 4.934, 1.411], [-1.250, 4.705, 1.637], [-1.818, 3.510, 1.224], [-1.061, 2.524, 0.579], [-1.918, 1.092, 0.014], [-3.644, 1.027, 0.253], [-4.224, 1.290, 1.506], [-5.591, 1.164, 1.646], [-6.372, 0.753, 0.568], [-5.794, 0.460, -0.660], [-4.424, 0.574, -0.820], [-1.323, 0.624, -1.595], [-0.744, -0.637, -1.820], [-0.135, -0.879, -3.050], [-0.112, 0.108, -4.038], [-0.717, 1.329, -3.815], [-1.311, 1.596, -2.583], [1.912, 4.176, 0.541], [0.557, 5.862, 1.722], [-1.864, 5.450, 2.124], [-2.876, 3.354, 1.382], [-3.614, 1.524, 2.369], [-6.054, 1.373, 2.601], [-7.440, 0.643, 0.696], [-6.411, 0.147, -1.491], [-3.971, 0.328, -1.772], [-0.867, -1.433, -1.090], [0.290, -1.848, -3.271], [0.361, -0.095, -4.990], [-0.725, 2.083, -4.591], [-1.762, 2.568, -2.410], [6.254, 1.239, 0.812], [5.539, 0.184, 0.586], [4.176, 0.386, 0.240], [3.411, -0.701, -0.031], [3.977, -2.020, 0.103], [5.366, -2.148, 0.443], [5.878, -3.355, 0.505], [6.157, -1.069, 0.683], [3.082, -3.100, -0.146], [3.282, -4.440, 0.185], [2.298, -5.374, -0.122], [1.154, -4.949, -0.759], [0.990, -3.585, -1.031], [1.908, -2.684, -0.731], [3.819, 1.406, 0.216], [7.206, -1.166, 0.932], [4.186, -4.746, 0.687], [2.435, -6.415, 0.137], [0.370, -5.640, -1.038], [0.084, -3.235, -1.502], [0.767, 0.434, 2.156], [-0.305, -0.748, 2.769], [-1.405, -0.180, 0.872], [-1.262, 0.510, 3.390], [-1.628, -1.792, 2.830], [0.548, -1.206, 4.116], [0.419, -1.820, 1.624]],
  "forces_ev_per_angstrom": [[-0.09, 0.36, -0.45], [0.12, -0.15, -0.10], [0.08, 0.06, 0.01], [0.05, 0.02, 0.06], [-0.12, -0.06, -0.02], [0.12, -0.05, 0.00], [-0.07, 0.12, 0.07], [-0.16, -0.04, -0.06], [-0.25, -0.50, 0.04], [0.06, -0.01, -0.17], [-0.01, -0.09, 0.06], [0.03, -0.05, 0.05], [-0.01, 0.03, -0.02], [0.04, -0.02, 0.00], [-0.09, 0.21, -0.10], [-0.02, 0.15, 0.05], [0.04, -0.04, -0.12], [-0.04, 0.01, 0.14], [0.04, -0.06, 0.01], [-0.03, 0.04, 0.05], [-0.11, 0.06, -0.10], [0.00, 0.00, 0.00], [0.00, 0.01, 0.01], [0.01, 0.01, 0.01], [0.02, 0.00, -0.01], [-0.01, 0.12, -0.01], [0.01, -0.04, 0.01], [-0.01, 0.05, -0.01], [0.01, -0.06, 0.02], [-0.02, 0.06, -0.02], [-0.06, 0.05, 0.01], [0.02, -0.06, -0.01], [0.00, -0.02, 0.00], [0.00, 0.01, 0.01], [0.03, 0.01, 0.01], [0.02, 0.02, 0.02], [-0.02, -0.05, -0.02], [0.11, 0.07, 0.09], [-0.01, 0.00, 0.04], [-0.02, -0.02, -0.04], [-0.04, -0.01, 0.08], [0.03, 0.00, 0.01], [-0.03, 0.03, 0.00], [-0.01, 0.09, -0.04], [0.07, -0.07, -0.06], [0.03, -0.05, 0.03], [-0.03, -0.02, -0.05], [0.12, 0.06, -0.01], [-0.07, -0.18, 0.32], [0.04, -0.05, -0.05], [0.00, 0.01, 0.00], [0.00, -0.01, -0.03], [0.01, 0.00, -0.01], [-0.01, 0.01, 0.01], [-0.04, 0.00, 0.00], [0.09, 0.24, -0.16], [0.21, -0.49, 0.98], [0.06, 0.32, -0.42], [-0.01, 0.03, -0.16], [-0.02, 0.05, -0.07], [0.07, -0.02, 0.10], [-0.12, -0.06, 0.00]],
  "mulliken_spin": [-0.01, 0.00, 0.00, 0.00, 0.00, 0.00, 0.00, 0.00, 0.00, 0.00, 0.00, 0.00, 0.00, 0.00, 0.00, 0.00, 0.00, 0.00, 0.00, 0.00, 0.00, 0.00, 0.00, 0.00, 0.00, 0.00, 0.00, 0.00, 0.00, 0.00, 0.00, 0.00, 0.00, 0.00, 0.00, 0.05, 0.17, 0.11, 0.04, 0.13, 0.08, 0.01, 0.03, 0.07, 0.12, -0.03, 0.11, 0.03, 0.05, 0.01, 0.00, 0.00, 0.00, 0.00, 0.02, 0.00, 0.00, 0.00, 0.00, 0.00, 0.00, 0.00],
  "total_charge": 3,
  "s_squared": 0.783,
  "lumo_energy_ev": [-9.677, -12.272],
  "energy_ev": -139732.186,
  "de_lowest_ev": 0.000,
  "multiplicity": 2
}